Below is a cluster of 2 separate species, C2H4ClNOS in total in a non-equilibrium geometry, with properties calculated with wB97M-V/def2-TZVPD.

Properties
- E_tot: -29031.5192 eV

```
10
Properties=species:S:1:pos:R:3:forces:R:3:lowdin_charge:R:1
C 1.22830 0.44356 0.88811 -2.648 -4.488 0.335 -0.03
C 1.00628 -0.47134 -0.03473 1.486 -0.090 -1.595 -0.69
N -1.22476 0.50019 -1.22531 -0.456 -0.016 -0.996 -0.30
O -1.72047 0.54325 1.07449 -0.468 -0.247 1.168 -0.50
S -1.96802 -0.21957 -0.11892 0.140 1.158 -1.167 0.74
Cl 0.20756 -1.95446 0.19168 -0.375 -1.354 1.075 0.62
H 0.74002 0.25460 1.81833 0.111 0.214 0.734 0.06
H 1.68706 1.28874 0.69190 2.209 3.983 -0.913 0.02
H 1.31318 -0.55524 -1.08798 0.310 1.123 0.707 0.06
H -1.26914 0.17029 -2.19757 -0.310 -0.284 0.653 0.03
```
Positions in Å, forces in eV/Å.

=====

Below is a cluster of 2 separate species, C2H4ClOP in total in a non-equilibrium geometry, with properties calculated with wB97M-V/def2-TZVPD.

Properties
- E_tot: -25995.9113 eV
- SMILES: C=PCl.C=O

```
9
Properties=species:S:1:pos:R:3:forces:R:3:lowdin_charge:R:1
C 2.10238 -1.10964 1.13898 1.405 -1.415 0.326 -0.16
C -1.65992 1.01191 -1.55094 2.294 2.276 0.190 -0.44
O 1.33018 -1.75007 1.77934 -1.134 -0.122 0.812 -0.01
P -1.01055 1.45630 -0.07935 0.615 0.558 -2.183 0.37
Cl -2.05990 0.41534 1.21294 -0.984 -0.948 1.312 0.14
H 1.94228 -1.02643 0.07506 0.009 0.846 -0.783 0.07
H 3.10261 -0.90685 1.58876 -0.296 0.704 -0.365 0.09
H -1.26541 1.49691 -2.47363 -0.147 -0.389 0.880 0.00
H -2.48167 0.41253 -1.69116 -1.763 -1.511 -0.189 -0.05
```
Positions in Å, forces in eV/Å.

=====

The evaluated energy relative to the best compared isomer or geometry (same formula, charge and spin) for the records listed, in turn: 2.500 2.012 eV.